C23H34N2O3 | wB97M-V/def2-TZVPD

Element x y z (Å)
C: 4.74239 -1.85838 4.95814
C: 5.17286 -0.96559 3.79970
C: 4.03361 -0.37771 2.94476
C: 4.21562 1.12724 2.77904
C: 3.75848 -1.07325 1.58948
C: 2.24537 -0.91394 1.81946
C: 1.38689 -2.11998 1.52601
O: 1.80372 -3.26652 1.60672
N: 0.09369 -1.86486 1.24316
C: -0.71343 -0.66000 1.05895
C: -1.85955 -1.59550 0.57026
C: -2.27542 -1.43405 -0.87993
C: -3.35479 -0.33633 -0.78134
C: -2.76909 1.04237 -1.08639
O: -2.47082 1.84066 -0.20480
N: -2.59314 1.32354 -2.38672
C: -1.95406 2.54466 -2.88520
C: -3.12672 3.47843 -3.15265
C: -3.90380 2.62851 -4.18327
C: -3.61763 1.34173 -4.45368
C: -2.66857 0.50805 -3.56348
C: -1.14120 0.35392 -3.97246
C: -0.15668 1.00834 -2.92541
C: -0.50500 2.47706 -2.44229
C: -3.82621 -0.45275 0.68168
O: -3.06967 -1.51139 1.27895
C: -0.98590 -2.80099 0.95638
C: 2.55651 -0.68614 3.32344
H: 5.61116 -2.18745 5.52965
H: 4.07699 -1.32625 5.64064
H: 4.22002 -2.75133 4.61059
H: 5.76844 -0.14454 4.20944
H: 5.84671 -1.52210 3.14198
H: 3.43877 1.56237 2.14590
H: 4.17589 1.62530 3.75068
H: 5.18350 1.35192 2.32358
H: 4.18663 -0.61436 0.69662
H: 4.01879 -2.13206 1.62129
H: 1.83790 -0.01841 1.35050
H: -0.95962 -0.14317 1.98874
H: -0.32680 0.05718 0.33270
H: -1.44212 -1.17676 -1.53451
H: -2.71110 -2.37119 -1.23157
H: -4.17180 -0.53626 -1.47385
H: -1.74616 2.34109 -3.92871
H: -2.83384 4.41763 -3.62782
H: -3.71993 3.70794 -2.26653
H: -4.65845 3.12855 -4.77992
H: -4.12704 0.83776 -5.26691
H: -3.12033 -0.46601 -3.37510
H: -0.88808 -0.70595 -4.03798
H: -0.97453 0.76697 -4.96957
H: 0.84848 0.97348 -3.34854
H: -0.13028 0.36344 -2.04498
H: 0.09637 3.21294 -2.97866
H: -0.33874 2.58554 -1.37343
H: -3.63466 0.48560 1.20344
H: -4.87974 -0.71195 0.76753
H: -0.76053 -3.51498 0.16279
H: -1.35340 -3.33111 1.83672
H: 2.44840 -1.62147 3.87006
H: 2.00165 0.10053 3.83670

energy above the lowest of the compared OMol25 structures with the same formula, charge and spin = 98.2 kcal per mole
Kohn-Sham gap = 9.66 eV
highest occupied orbital energy = -0.33304 Ha
DFT total energy = -1231.94548 a.u.
structure (SMILES) = CC[C@]1(C)C[C@H](C(=O)N2CC3(C[C@H](C(=O)N4[C@H]5CC=C[C@H]4CCC5)CO3)C2)C1